C6H12N2 | ωB97M-V/def2-TZVPD

Output
Orbital gap (alpha / beta) in eV: 8.42 / 8.42
Multiplicity: 1
HOMO energy (alpha / beta) in hartree: -0.2750 / -0.2750
ΔE to the lowest compared entry with this formula, charge and spin in eV: 3.745
Largest force on an atom in eV Å⁻¹: 1.96
Calculated total energy in hartree: -345.19022

Each line ends with the Löwdin charge.
Element x y z (Å)
C (-1.254, 1.697, -1.254)  0.000
C (1.514, 0.466, 1.127)  -0.050
C (-0.062, -1.470, 1.315)  -0.061
N (-1.335, 1.579, 0.054)  -0.102
C (0.211, -0.151, 0.579)  -0.587
C (0.437, -0.374, -0.950)  -0.164
C (-0.006, -1.424, -1.631)  0.002
N (-0.897, 0.708, 0.907)  0.018
H (-1.633, 2.427, 0.546)  0.160
H (-1.723, 2.557, -1.702)  0.055
H (-1.070, 0.945, -1.991)  0.046
H (1.219, 0.237, -1.391)  0.103
H (-1.015, -1.890, 1.004)  0.071
H (1.748, 1.401, 0.622)  0.075
H (2.344, -0.220, 0.978)  0.083
H (1.400, 0.656, 2.191)  0.077
H (0.730, -2.188, 1.118)  0.084
H (-0.117, -1.277, 2.382)  0.077
H (-0.776, -2.076, -1.250)  0.058
H (0.287, -1.604, -2.655)  0.056